1.
{"formula": "C4H7ClO", "method": "ωB97M-V/def2-TZVPD", "lumo_energy_ev": [-1.11, -1.11], "orbital_gap_ha": [0.2739, 0.2739], "multiplicity": 1, "e_above_lowest_ev": 6.057, "total_energy_ev": -18825.4716, "elements": ["C", "C", "C", "C", "O", "Cl", "H", "H", "H", "H", "H", "H", "H"], "xyz": [[1.308743, 1.096963, 0.913539], [0.052339, 1.099802, 0.644203], [-0.824788, -1.239833, -0.833228], [-1.130774, -0.736969, 0.575885], [-2.409090, -0.415076, 0.757238], [-2.941536, 0.819892, -0.465642], [2.024720, 1.885992, 1.034852], [2.072353, 0.266109, 0.996793], [-0.709916, 1.946754, 0.645352], [-0.916993, -2.347961, -0.925551], [-1.621655, -0.813506, -1.610686], [0.190206, -0.895762, -1.099491], [-0.628100, -1.133860, 1.483289]], "forces_ev_per_angstrom": [[3.605, -1.203, 0.225], [-4.559, -1.681, 0.388], [-0.797, -0.146, -1.015], [3.652, 2.980, -1.563], [-1.794, 1.475, -0.176], [0.019, -1.009, 1.345], [-0.608, 1.590, 0.006], [-1.797, -0.284, -0.245], [1.458, -1.068, -0.129], [0.221, 0.664, 0.180], [1.986, -0.783, 1.816], [-0.560, -0.460, -0.158], [-0.825, -0.072, -0.673]]}

2.
{"formula": "C2H7N3O2", "method": "ωB97M-V/def2-TZVPD", "total_charge": 1, "lumo_energy_ev": [-3.13, -7.10], "orbital_gap_ha": [0.4274, 0.2813], "s_squared": 0.755, "multiplicity": 2, "e_above_lowest_ev": 0.000, "total_energy_ev": -10745.1813, "elements": ["N", "C", "N", "N", "H", "H", "H", "H", "H", "O", "C", "O", "H", "H"], "xyz": [[1.830020, 1.581052, 1.677218], [0.865746, 0.864901, 1.065366], [0.393594, 1.222623, -0.092992], [0.351958, -0.252113, 1.645725], [2.243168, 1.191525, 2.518339], [2.510877, 2.028113, 1.078008], [0.828629, 1.978893, -0.601872], [-0.152006, 0.531256, -0.625521], [0.231389, -0.163954, 2.663825], [-0.636712, -0.779456, -1.711645], [-1.509999, -1.604837, -1.650252], [-2.254204, -1.883619, -2.705351], [-1.740856, -2.205160, -0.760994], [-2.961603, -2.509223, -2.499855]], "forces_ev_per_angstrom": [[0.285, -0.682, -0.044], [0.401, 0.742, 0.476], [0.116, -0.323, -0.485], [-0.255, -0.318, 0.333], [-0.199, 0.148, -0.069], [-0.060, 0.253, 0.061], [-0.200, 0.125, 0.019], [-0.020, -0.063, -0.121], [0.043, 0.040, -0.240], [-0.028, 0.185, 0.284], [-0.143, -0.265, -0.279], [-0.068, 0.144, -0.106], [0.048, 0.112, 0.144], [0.082, -0.098, 0.028]]}

3.
{"formula": "C4H6N4", "method": "ωB97M-V/def2-TZVPD", "lumo_energy_ev": 0.05, "orbital_gap_ha": 0.3397, "multiplicity": 1, "e_above_lowest_ev": 2.242, "total_energy_ev": -10203.6975, "elements": ["H", "N", "C", "N", "N", "C", "N", "H", "C", "C", "H", "H", "H", "H"], "xyz": [[1.587432, -2.496378, -0.699579], [0.687367, -2.238352, -0.338113], [0.580116, -0.962673, -0.323057], [1.582764, -0.004479, -0.558076], [0.999128, 1.230598, -0.021108], [-0.373530, 1.082239, 0.267673], [-1.263772, 1.994110, 0.379827], [-0.896915, 2.948333, 0.251198], [-0.670651, -0.382851, 0.186426], [-1.818608, -0.899373, 0.501200], [2.463307, -0.135564, -0.081941], [1.206065, 2.006293, -0.673815], [-2.680676, -0.237249, 0.735300], [-2.021586, -1.982626, 0.437671]], "forces_ev_per_angstrom": [[0.720, -0.413, -0.136], [-0.132, 0.943, -0.546], [0.100, -2.912, 1.228], [-1.726, 1.328, 0.316], [0.648, 0.895, -0.835], [-0.703, 0.403, -1.061], [0.810, -0.189, 0.048], [-0.003, -0.514, 0.224], [1.876, 2.632, -0.182], [-2.399, -1.231, 0.076], [-0.090, -0.507, 0.103], [-0.296, -0.655, 0.680], [0.917, -0.464, 0.131], [0.278, 0.685, -0.048]]}

4.
{"formula": "C4H6N2O", "method": "ωB97M-V/def2-TZVPD", "lumo_energy_ev": -0.32, "orbital_gap_ha": 0.3086, "multiplicity": 1, "e_above_lowest_ev": 7.369, "total_energy_ev": -9266.1324, "elements": ["C", "C", "C", "C", "O", "N", "N", "H", "H", "H", "H", "H", "H"], "xyz": [[-2.444743, -0.001213, 0.354840], [-1.012976, -0.056810, -0.149703], [1.517114, -0.877860, -1.389319], [1.724119, 0.024553, -0.342064], [3.123569, 0.027225, -0.500125], [1.176443, 0.602904, 0.649392], [-0.211540, 0.492223, 0.719767], [-2.581488, 0.482595, 1.342528], [-2.861433, -1.012989, 0.427450], [-3.081388, 0.529745, -0.363289], [1.674422, -0.451852, -2.387865], [3.510235, -0.674746, 0.044551], [-0.532337, 0.916231, 1.593835]], "forces_ev_per_angstrom": [[0.018, -0.055, -0.096], [0.208, 0.282, 0.403], [-0.589, -0.032, 0.077], [0.033, -0.042, 0.178], [0.031, 0.088, 0.252], [0.348, -0.104, -0.217], [-0.159, -0.179, -0.269], [0.190, -0.089, -0.232], [0.181, 0.108, -0.101], [0.212, -0.110, 0.022], [-0.370, 0.065, 0.166], [-0.129, 0.171, 0.004], [0.024, -0.103, -0.185]]}

5.
{"formula": "C3H7N3", "method": "ωB97M-V/def2-TZVPD", "lumo_energy_ev": 1.16, "orbital_gap_ha": 0.3594, "multiplicity": 1, "e_above_lowest_ev": 1.543, "total_energy_ev": -7693.1362, "elements": ["C", "C", "C", "N", "N", "N", "H", "H", "H", "H", "H", "H", "H"], "xyz": [[-1.324438, 1.208541, -0.238997], [0.279643, -1.060064, -0.720285], [-0.094164, 0.712746, 0.465835], [1.166671, -2.029215, -0.883826], [0.072606, -0.702097, 0.557946], [0.673344, 1.387895, 1.231654], [1.728920, -2.410396, -0.121698], [1.296505, -2.440327, -1.794016], [0.751405, -0.987358, 1.275651], [0.327361, 2.315663, 1.445515], [-2.132749, 1.340131, 0.481816], [-1.621327, 0.487860, -0.996109], [-1.123778, 2.176620, -0.703487]], "forces_ev_per_angstrom": [[0.154, -0.004, -0.286], [0.069, -1.509, -1.203], [-0.452, 0.765, 2.776], [0.078, -0.239, 0.196], [0.621, 1.032, -0.986], [-0.309, -0.644, 0.092], [-0.138, -0.089, -0.140], [0.087, 0.185, 0.127], [-0.187, 0.244, 0.025], [0.128, 0.346, -0.698], [0.042, -0.073, 0.088], [-0.083, 0.133, -0.006], [-0.011, -0.147, 0.014]]}

6.
{"formula": "HNO2P2S", "method": "ωB97M-V/def2-TZVPD", "lumo_energy_ev": [-1.86, -2.08], "orbital_gap_ha": [0.2786, 0.2666], "multiplicity": 1, "e_above_lowest_ev": 1.807, "total_energy_ev": -35010.8521, "elements": ["O", "S", "P", "N", "P", "O", "H"], "xyz": [[1.608338, 1.806561, 0.170259], [1.367221, 0.633294, -0.637348], [1.355150, -0.974635, 0.976829], [-0.655799, -0.980926, 1.128070], [-1.437361, -0.007754, 0.118327], [-0.245827, 0.473472, -0.974528], [-1.991722, -0.950012, -0.781608]], "forces_ev_per_angstrom": [[0.122, 0.888, 0.392], [-1.014, -1.203, 0.041], [-5.094, 0.279, -0.006], [5.164, -0.875, 0.442], [0.488, 0.733, -0.621], [0.543, 0.345, -0.324], [-0.210, -0.168, 0.076]]}

7.
{"formula": "C6H6O", "method": "ωB97M-V/def2-TZVPD", "lumo_energy_ev": 0.97, "orbital_gap_ha": 0.3638, "multiplicity": 1, "e_above_lowest_ev": 2.816, "total_energy_ev": -8363.6906, "elements": ["C", "C", "C", "C", "C", "O", "C", "H", "H", "H", "H", "H", "H"], "xyz": [[2.899932, -0.446951, 0.725390], [1.823235, -0.283855, 0.207944], [0.469555, -0.058195, -0.184622], [-0.167235, 1.108970, -0.060368], [-1.645686, 0.860829, -0.084721], [-1.794152, -0.494361, -0.475926], [-0.535904, -1.147055, -0.499303], [3.809812, -0.552375, 1.273354], [0.302242, 2.058189, 0.176018], [-2.038567, 1.007256, 0.935374], [-2.235047, 1.494746, -0.756860], [-0.390099, -1.586594, -1.496714], [-0.498086, -1.960604, 0.240430]], "forces_ev_per_angstrom": [[-0.424, 0.080, -0.122], [0.445, -0.071, 0.154], [-0.181, 0.238, 0.136], [0.043, -0.294, 0.065], [-0.068, 0.275, 0.041], [-0.079, -0.035, -0.051], [0.252, -0.161, 0.016], [-0.049, -0.052, -0.258], [-0.139, -0.169, 0.045], [-0.043, 0.019, -0.141], [0.168, -0.037, -0.017], [0.109, 0.053, 0.199], [-0.035, 0.155, -0.067]]}

8.
{"formula": "C9H13NO2", "method": "ωB97M-V/def2-TZVPD", "lumo_energy_ev": 0.79, "orbital_gap_ha": 0.3383, "multiplicity": 1, "e_above_lowest_ev": 4.527, "total_energy_ev": -15125.1049, "elements": ["O", "C", "C", "C", "C", "O", "N", "H", "H", "H", "H", "H", "C", "C", "C", "C", "C", "H", "H", "H", "H", "H", "H", "H", "H"], "xyz": [[-2.983551, -1.566859, -1.134336], [-2.974353, -0.470103, -0.291233], [-3.935698, 0.329378, 0.178773], [-3.239871, 1.308598, 1.174411], [-1.870584, 0.736334, 1.144397], [-0.795268, 1.231466, 1.788307], [-1.699838, -0.202847, 0.326300], [-2.008941, -1.986470, -1.096732], [-4.996248, 0.322048, -0.129013], [-3.495973, 1.494038, 2.236554], [-3.176242, 2.319893, 0.583449], [-0.140470, 0.497743, 1.724901], [1.516232, -0.929277, 1.841866], [1.954779, -0.898744, 0.712952], [2.561604, -0.735249, -0.605787], [1.534918, -0.097127, -1.585924], [3.816479, 0.038954, -0.708753], [1.135000, -0.901457, 2.810236], [2.619845, -1.730487, -0.946934], [0.741131, 0.482476, -1.083444], [2.058774, 0.664515, -2.299162], [1.017384, -0.821363, -2.253321], [4.701281, -0.540510, -0.848658], [3.714563, 0.781637, -1.650641], [3.945047, 0.673413, 0.111791]], "forces_ev_per_angstrom": [[2.605, 0.014, 0.685], [1.534, -1.195, 0.699], [-0.970, 0.305, 0.448], [0.134, 1.385, -1.597], [0.933, 0.950, -0.381], [-0.504, -0.477, 0.637], [-0.636, -1.783, -1.514], [-3.208, 1.665, 0.023], [0.864, 0.148, 0.385], [-0.711, -0.211, -0.811], [-0.086, -1.450, 1.454], [0.008, 0.719, -0.191], [0.763, 0.027, -1.986], [-0.034, 0.722, 1.629], [-2.449, 0.169, -0.847], [-0.611, 1.458, -1.588], [0.559, 2.016, -2.754], [-0.319, -0.212, 0.950], [0.826, -1.314, -0.639], [0.334, -0.327, -0.041], [-0.992, -1.518, 1.242], [0.358, 0.265, 0.609], [0.595, -0.499, 0.003], [0.682, -1.807, 2.194], [0.325, 0.950, 1.392]]}

Copy entry 4 word for word.
{"formula": "C4H6N2O", "method": "ωB97M-V/def2-TZVPD", "lumo_energy_ev": -0.32, "orbital_gap_ha": 0.3086, "multiplicity": 1, "e_above_lowest_ev": 7.369, "total_energy_ev": -9266.1324, "elements": ["C", "C", "C", "C", "O", "N", "N", "H", "H", "H", "H", "H", "H"], "xyz": [[-2.444743, -0.001213, 0.354840], [-1.012976, -0.056810, -0.149703], [1.517114, -0.877860, -1.389319], [1.724119, 0.024553, -0.342064], [3.123569, 0.027225, -0.500125], [1.176443, 0.602904, 0.649392], [-0.211540, 0.492223, 0.719767], [-2.581488, 0.482595, 1.342528], [-2.861433, -1.012989, 0.427450], [-3.081388, 0.529745, -0.363289], [1.674422, -0.451852, -2.387865], [3.510235, -0.674746, 0.044551], [-0.532337, 0.916231, 1.593835]], "forces_ev_per_angstrom": [[0.018, -0.055, -0.096], [0.208, 0.282, 0.403], [-0.589, -0.032, 0.077], [0.033, -0.042, 0.178], [0.031, 0.088, 0.252], [0.348, -0.104, -0.217], [-0.159, -0.179, -0.269], [0.190, -0.089, -0.232], [0.181, 0.108, -0.101], [0.212, -0.110, 0.022], [-0.370, 0.065, 0.166], [-0.129, 0.171, 0.004], [0.024, -0.103, -0.185]]}